Entry 1:
A structure of composition C23H24F6N3OSbY. Source: OMol25; level of theory: the ωB97M-V functional and the def2-TZVPD basis.

Geometry as XYZ:
```
59
C23H24F6N3OSbY (the ωB97M-V functional and the def2-TZVPD basis)
Y 0.236 -0.373 -0.966
C -3.195 1.666 1.723
C -2.252 1.252 0.656
N -1.291 0.357 0.837
N -1.223 -0.201 2.025
C -0.260 -1.229 2.024
O 0.436 -1.440 1.005
C -0.149 -1.997 3.231
C 0.726 -3.100 3.252
C 0.845 -3.852 4.397
C 0.099 -3.514 5.528
C -0.769 -2.427 5.518
C -0.901 -1.667 4.374
C -2.358 1.771 -0.710
C -3.367 2.656 -1.061
C -3.471 3.081 -2.381
C -2.563 2.605 -3.303
C -1.573 1.724 -2.874
N -1.457 1.314 -1.616
H -2.849 1.341 2.697
H -4.175 1.215 1.536
H -3.330 2.747 1.719
H 1.284 -3.352 2.361
H 1.508 -4.706 4.422
H 0.196 -4.110 6.426
H -1.339 -2.181 6.402
H -1.573 -0.823 4.353
H -4.075 3.001 -0.322
H -4.256 3.765 -2.674
H -2.610 2.894 -4.343
H -0.858 1.326 -3.582
C 3.236 -0.273 1.501
C 2.729 0.319 0.221
C 1.979 1.503 0.221
C 1.601 2.132 -0.973
C 0.927 3.472 -0.945
C 1.919 1.505 -2.184
C 2.644 0.305 -2.226
C 3.029 -0.323 -3.532
C 3.020 -0.283 -1.010
H 4.259 0.070 1.668
H 3.253 -1.360 1.459
H 2.638 0.042 2.355
H 1.743 1.978 1.167
H 1.685 4.248 -0.823
H 0.237 3.560 -0.105
H 0.393 3.678 -1.872
H 1.637 1.980 -3.117
H 4.052 -0.031 -3.779
H 2.382 0.006 -4.343
H 3.002 -1.410 -3.477
H 3.587 -1.207 -1.026
F -0.090 -0.859 -3.226
Sb -0.842 -2.688 -2.956
F -1.621 -1.652 -1.455
F -2.281 -2.236 -4.014
F -1.469 -4.271 -2.260
F 0.284 -3.346 -4.257
F 0.634 -2.599 -1.665
```

Orbital gap (spin up / spin down) in eV: 7.76 / 5.98
ΔE to the lowest compared entry with this formula, charge and spin in kJ/mol: 0.0
LUMO level (spin up / spin down) in eV: -7.188 / -9.112
Net charge: +2
Total energy in Eh: -2007.9045
Multiplicity: 2

---

Entry 2:
A structure of composition C20H25ClInN5OS2. Source: OMol25; level of theory: the ωB97M-V functional and the def2-TZVPD basis.

Geometry as XYZ:
```
55
C20H25ClInN5OS2 (the ωB97M-V functional and the def2-TZVPD basis)
In -0.857 1.323 0.708
N -4.980 -0.116 -0.368
C -3.859 0.579 0.001
S -2.622 -0.395 0.801
N -3.827 1.832 -0.304
N -2.667 2.481 0.089
C -2.693 3.759 0.009
C -1.664 4.655 0.511
C -1.728 6.004 0.107
C -0.850 6.948 0.583
C 0.114 6.548 1.521
C 0.182 5.242 1.955
C -0.689 4.250 1.456
O -0.570 3.017 1.907
H -5.151 -0.997 0.077
H -5.777 0.437 -0.632
H -3.587 4.200 -0.422
H -2.494 6.288 -0.610
H -0.911 7.979 0.250
H 0.821 7.275 1.909
H 0.918 4.929 2.689
Cl 2.212 3.227 -1.557
C 2.056 1.554 -2.028
C 2.407 1.206 -3.326
C 2.242 -0.098 -3.761
C 1.709 -1.045 -2.894
C 1.374 -0.684 -1.599
C 1.555 0.621 -1.120
C 1.229 0.944 0.303
H 2.800 1.966 -3.991
H 2.521 -0.369 -4.773
H 1.546 -2.062 -3.233
H 0.946 -1.417 -0.919
H 1.680 1.855 0.687
H 1.419 0.100 0.961
C 3.073 -2.779 0.901
N 1.907 -3.593 0.577
C 2.117 -4.494 -0.556
C 0.694 -3.373 1.136
S 0.361 -2.017 2.078
N -0.248 -4.344 0.817
C -1.656 -3.999 0.968
C 0.040 -5.689 1.332
H 3.956 -3.417 0.894
H 2.956 -2.332 1.877
H 3.202 -1.986 0.164
H 2.684 -3.964 -1.320
H 1.165 -4.800 -0.975
H 2.684 -5.379 -0.267
H -1.861 -3.041 0.504
H -1.960 -3.943 2.018
H -2.242 -4.770 0.463
H 1.098 -5.926 1.261
H -0.520 -6.427 0.759
H -0.257 -5.766 2.385
```

Orbital gap in eV: 7.91
ΔE to the lowest compared entry with this formula, charge and spin in kJ/mol: 106.3
LUMO level in eV: 0.311
Total energy in Eh: -2572.8573

---

Entry 3:
A cluster of 2 separate species, C2H2ClF3 in total. Source: OMol25; level of theory: the ωB97M-V functional and the def2-TZVPD basis.

Geometry as XYZ:
```
8
C2H2ClF3 (the ωB97M-V functional and the def2-TZVPD basis)
C -1.161 -0.255 -0.252
C -1.500 3.552 -1.547
F -0.576 -0.037 -1.436
F -0.170 -0.065 0.695
F -0.483 4.202 -1.128
Cl -1.296 3.130 -3.112
H -1.972 0.501 -0.177
H -1.702 -1.164 0.091
```

Orbital gap in eV: 9.70
ΔE to the lowest compared entry with this formula, charge and spin in kJ/mol: 370.1
LUMO level in eV: -0.267
Total energy in Eh: -837.0717

---

Q: Look up the ΔE to the lowest compared entry with this formula, charge and spin of the first one.
A: 0.0 kJ/mol